Model A:
Density functional theory data (wB97M-V/def2-TZVPD) for a 10-piece molecular cluster, C13H47N19O10 overall.

Calculated values
Kohn-Sham gap, Eh: 0.3378
Structure (SMILES): COC[C@H](C)N.NC(N)=O.NC(N)=O.NC(N)=O.NC(N)=O.NC(N)=O.NC(N)=O.NC(N)=O.NC(N)=O.NC(N)=O
Lowest unoccupied orbital energy, eV: 0.1

Last column: Mulliken charge in e.
Geometry (Å):
C -9.898 14.276 -12.464  -0.711
O -9.946 13.838 -11.174  -0.363
C -9.429 14.744 -10.230  -0.729
C -7.794 14.725 -10.261  0.696
C -7.112 13.346 -10.221  -1.522
N -7.246 15.307 -9.117  -0.675
H -9.005 13.912 -12.973  0.240
H -10.083 15.345 -12.564  0.335
H -10.729 13.789 -12.973  0.259
H -9.810 15.750 -10.407  0.361
H -9.856 14.489 -9.260  0.322
H -7.463 15.326 -11.108  0.207
H -7.344 12.659 -11.035  0.309
H -7.413 12.800 -9.327  0.371
H -6.023 13.309 -10.176  0.415
H -6.317 14.933 -8.987  0.223
H -7.122 16.295 -9.287  0.263
N 0.108 16.695 -9.059  -0.383
C 0.099 16.376 -7.768  0.677
N 1.033 17.040 -7.164  -0.344
O -0.545 15.505 -7.205  -0.669
H 0.738 17.432 -9.342  0.180
H -0.407 16.018 -9.603  0.222
H 1.308 16.963 -6.195  0.197
H 1.397 17.784 -7.743  0.120
N 0.313 10.054 -8.543  -0.386
C 0.736 9.374 -7.579  0.656
N 0.620 10.056 -6.510  -0.363
O 1.073 8.182 -7.669  -0.692
H -0.244 10.876 -8.359  0.189
H 0.135 9.516 -9.379  0.241
H 0.392 11.037 -6.576  0.144
H 0.906 9.725 -5.600  0.211
N -4.205 11.889 -16.050  -0.382
C -3.545 12.987 -16.268  0.654
N -3.090 13.203 -17.540  -0.424
O -3.167 13.744 -15.373  -0.669
H -4.402 11.626 -15.095  0.231
H -4.637 11.538 -16.893  0.193
H -2.609 14.090 -17.585  0.224
H -3.304 12.579 -18.305  0.173
N 2.324 18.486 -14.879  -0.366
C 3.103 19.288 -14.295  0.670
N 3.804 20.068 -15.050  -0.406
O 3.204 19.300 -13.069  -0.690
H 2.011 18.955 -15.717  0.174
H 1.920 17.659 -14.464  0.213
H 3.597 20.098 -16.038  0.173
H 4.506 20.558 -14.515  0.232
N 6.822 15.320 -4.478  -0.350
C 7.915 16.003 -4.617  0.691
N 7.726 17.250 -4.678  -0.362
O 9.060 15.583 -4.875  -0.704
H 6.800 14.312 -4.413  0.209
H 5.975 15.869 -4.459  0.155
H 6.794 17.610 -4.530  0.150
H 8.522 17.866 -4.761  0.213
N 5.718 18.199 0.571  -0.381
C 5.352 19.349 0.094  0.626
N 5.911 20.270 0.720  -0.386
O 4.721 19.576 -0.942  -0.694
H 5.338 17.420 0.052  0.237
H 6.360 18.133 1.348  0.167
H 5.391 21.136 0.684  0.242
H 6.393 20.119 1.594  0.188
N -8.500 13.050 -3.639  -0.341
C -7.614 12.638 -2.840  0.675
N -6.393 12.731 -3.281  -0.379
O -7.945 12.102 -1.803  -0.675
H -8.172 13.392 -4.531  0.131
H -9.470 13.175 -3.387  0.213
H -5.656 12.307 -2.735  0.217
H -6.221 13.154 -4.182  0.158
N -1.171 15.942 -1.239  -0.408
C -0.105 15.852 -0.476  0.657
N -0.594 16.020 0.710  -0.377
O 0.901 15.249 -0.693  -0.626
H -1.932 16.558 -0.988  0.187
H -0.945 15.800 -2.213  0.215
H 0.007 15.827 1.498  0.204
H -1.429 16.573 0.839  0.149
N 5.999 23.272 -8.218  -0.380
C 6.771 24.174 -7.756  0.673
N 6.122 25.249 -7.721  -0.373
O 7.885 24.033 -7.297  -0.666
H 5.018 23.332 -8.449  0.151
H 6.316 22.319 -8.326  0.203
H 6.603 25.989 -7.230  0.221
H 5.203 25.319 -8.135  0.171

Model B:
Density functional theory data (wB97M-V/def2-TZVPD) for a 10-piece molecular cluster, C13H47N19O10 overall.

Calculated values
Kohn-Sham gap, Eh: 0.3126
Structure (SMILES): COC[C@H](C)N.NC(N)=O.NC(N)=O.NC(N)=O.NC(N)=O.NC(N)=O.NC(N)=O.NC(N)=O.NC(N)=O.NC(N)=O
Lowest unoccupied orbital energy, eV: -0.5

Last column: Mulliken charge in e.
Geometry (Å):
C 0.121 -0.819 3.182  -0.161
O 0.081 -1.059 4.601  -0.445
C -0.944 -0.351 5.248  -0.909
C -0.476 0.741 6.187  0.371
C -1.676 1.479 6.749  -1.356
N 0.376 1.749 5.490  -0.606
H 1.152 -1.051 2.916  0.107
H -0.125 0.215 2.937  0.274
H -0.572 -1.528 2.723  0.136
H -1.826 -0.069 4.660  0.384
H -1.425 -1.098 5.906  0.460
H 0.191 0.405 6.982  0.403
H -2.102 2.159 6.005  0.264
H -1.449 2.093 7.618  0.339
H -2.482 0.792 7.025  0.365
H 1.221 1.268 5.188  0.339
H -0.107 1.997 4.628  -0.088
N -4.008 2.689 -2.251  -0.228
C -4.300 3.986 -1.970  0.500
N -3.332 4.593 -1.190  -0.313
O -5.370 4.512 -2.210  -0.657
H -3.166 2.265 -1.895  0.223
H -4.554 2.116 -2.866  0.162
H -3.526 5.542 -0.933  0.196
H -2.408 4.199 -1.221  0.183
N 3.300 2.889 2.977  -0.385
C 3.142 2.261 1.792  0.493
N 4.201 2.409 0.915  -0.418
O 2.122 1.615 1.526  -0.636
H 4.054 3.533 3.127  0.191
H 2.549 2.813 3.639  0.192
H 5.127 2.341 1.302  0.242
H 3.989 2.014 0.017  0.260
N 0.328 -3.778 1.754  -0.289
C -0.855 -3.499 1.128  0.478
N -0.777 -3.423 -0.254  -0.217
O -1.919 -3.476 1.719  -0.650
H 1.202 -3.908 1.277  0.179
H 0.279 -3.890 2.749  0.242
H -1.518 -2.825 -0.592  0.149
H 0.124 -3.365 -0.713  0.037
N 1.450 -0.251 -4.237  -0.117
C 1.501 -0.723 -5.512  0.635
N 2.623 -0.373 -6.224  -0.470
O 0.577 -1.350 -6.013  -0.751
H 2.145 0.396 -3.911  0.190
H 0.584 -0.291 -3.729  -0.016
H 3.182 0.375 -5.863  0.157
H 2.648 -0.705 -7.170  0.267
N -1.246 -0.414 -1.643  0.002
C -0.774 0.611 -0.835  0.368
N 0.218 0.192 -0.030  0.624
O -1.277 1.736 -0.886  -0.803
H -1.882 -0.036 -2.328  0.229
H -0.575 -1.136 -1.856  -0.068
H 0.724 0.759 0.630  0.051
H 0.603 -0.701 -0.289  -0.260
N -2.591 3.538 1.863  -0.272
C -1.598 3.810 2.763  0.526
N -0.427 3.148 2.487  -0.107
O -1.763 4.469 3.771  -0.655
H -3.513 3.835 2.121  0.205
H -2.476 2.819 1.168  0.133
H -0.242 2.824 1.553  0.076
H 0.319 3.145 3.151  0.184
N -2.205 -1.100 -5.869  -0.323
C -2.962 -1.696 -4.892  0.445
N -2.231 -2.321 -3.928  -0.142
O -4.177 -1.608 -4.883  -0.680
H -2.785 -0.705 -6.587  0.185
H -1.227 -1.356 -5.997  0.377
H -2.708 -2.791 -3.179  0.174
H -1.229 -2.370 -3.874  0.066
N 3.121 -0.891 -1.119  -0.239
C 3.428 -1.644 -0.019  0.505
N 3.666 -0.952 1.140  -0.311
O 3.426 -2.869 -0.068  -0.681
H 2.694 -1.322 -1.925  -0.079
H 3.021 0.108 -1.128  0.243
H 3.845 -1.628 1.865  0.235
H 3.340 0.000 1.255  0.071
N 2.293 -3.503 -3.616  -0.325
C 1.100 -3.438 -2.981  0.317
N 0.391 -4.600 -2.974  -0.369
O 0.677 -2.427 -2.404  -0.171
H 2.669 -4.399 -3.863  0.175
H 2.812 -2.664 -3.794  0.191
H -0.513 -4.632 -2.535  0.243
H 0.703 -5.408 -3.479  0.154

Result of the stability comparison: model A is the least stable of them.

Model A:
Density functional theory data (wB97M-V/def2-TZVPD) for a 2-piece molecular cluster, C4H12BNO overall.

Calculated values
Kohn-Sham gap (spin up / spin down), Eh: 0.2991 / 0.3153
Lowest unoccupied orbital energy (spin up / spin down), eV: 0.4 / 0.2

Last column: Mulliken charge in e.
Geometry (Å):
B 0.009 0.205 -1.312  0.653
C -1.558 -1.601 1.523  -0.956
C 2.029 1.670 -0.080  -0.843
C -0.105 -0.763 1.305  -0.303
C 0.505 -0.730 -0.085  -0.684
N -1.087 1.124 -1.232  -0.397
O 0.766 -0.138 -2.445  -0.558
H -1.442 -2.498 2.194  0.304
H -2.000 -1.929 0.510  0.257
H -2.258 -0.966 1.930  0.302
H 2.568 0.825 0.368  0.293
H 1.431 2.295 0.672  0.250
H 1.995 1.887 -1.130  0.340
H -0.365 0.302 1.694  0.176
H 0.611 -1.347 1.990  0.316
H 1.171 -1.589 -0.348  0.295
H -1.604 1.130 -0.410  0.159
H -1.268 1.674 -2.002  0.136
H 0.600 0.449 -3.143  0.260

Model B:
Density functional theory data (wB97M-V/def2-TZVPD) for one molecule with the formula C4H12BNO.

Calculated values
Kohn-Sham gap, Eh: 0.3886
Structure (SMILES): CC[C@H](C)B(N)O
Lowest unoccupied orbital energy, eV: 0.6

Last column: Mulliken charge in e.
Geometry (Å):
C -1.248 1.049 -1.456  -1.271
C -0.430 -0.288 -1.291  -0.613
C -0.141 -0.935 0.005  0.032
C -1.102 -0.251 1.366  -1.067
B 1.328 -0.711 0.478  0.338
N 1.856 0.615 0.466  -0.457
O 2.140 -1.605 1.227  -0.594
H -0.876 1.540 -2.291  0.375
H -1.160 1.696 -0.542  0.273
H -2.294 0.976 -1.631  0.367
H -1.029 -0.941 -1.907  0.447
H 0.568 -0.314 -1.787  0.305
H -0.519 -1.953 -0.165  0.321
H -0.640 -0.508 2.249  0.395
H -2.107 -0.508 1.355  0.368
H -1.023 0.963 1.159  0.129
H 1.262 1.328 0.075  0.163
H 2.514 0.969 1.133  0.204
H 2.900 -1.121 1.555  0.285

Result of the stability comparison: model A is the least stable of them.

Model A:
Density functional theory data (wB97M-V/def2-TZVPD) for one molecule with the formula C6H4.

Calculated values
Kohn-Sham gap, Eh: 0.3191
Lowest unoccupied orbital energy, eV: 0.1

Last column: Mulliken charge in e.
Geometry (Å):
C -2.808 0.024 -0.038  0.027
C -0.300 0.868 0.045  -0.646
C -2.051 -1.173 0.079  -1.025
C -1.443 0.124 0.057  0.617
C 0.764 0.050 0.049  0.397
C 1.800 -0.753 0.048  -0.698
H -3.694 0.550 -0.039  0.407
H -0.099 1.847 0.234  0.366
H 2.067 -1.414 0.778  0.280
H 2.450 -0.885 -0.742  0.275

Model B:
Density functional theory data (wB97M-V/def2-TZVPD) for one molecule with the formula C6H4.

Calculated values
Kohn-Sham gap, Eh: 0.3502
Structure (SMILES): C#CC#CC=C
Lowest unoccupied orbital energy, eV: 0.5

Last column: Mulliken charge in e.
Geometry (Å):
C 3.244 -0.110 -0.045  -0.264
C 2.052 -0.050 0.022  -0.447
C 0.673 0.014 0.076  0.662
C -0.502 0.234 -0.016  0.109
C -1.919 0.475 -0.014  -0.670
C -2.824 -0.484 -0.017  -0.618
H 4.291 -0.189 -0.051  0.441
H -2.231 1.526 0.014  0.261
H -3.901 -0.280 -0.038  0.264
H -2.500 -1.525 0.039  0.262

Model C:
Density functional theory data (wB97M-V/def2-TZVPD) for one molecule with the formula C6H4.

Calculated values
Kohn-Sham gap, Eh: 0.3055
Lowest unoccupied orbital energy, eV: 0.1

Last column: Mulliken charge in e.
Geometry (Å):
C 0.996 1.427 0.587  -0.655
C 0.350 -0.154 -1.463  -0.487
C 0.717 0.804 -0.570  0.309
C 0.104 0.434 0.912  0.305
C -0.707 -0.685 0.505  -0.567
C -0.579 -1.138 -1.164  -0.529
H 1.486 2.127 1.115  0.448
H 0.761 -0.163 -2.469  0.360
H -0.823 -1.485 1.128  0.523
H -1.645 -0.221 0.341  0.294

Model D:
Density functional theory data (wB97M-V/def2-TZVPD) for one molecule with the formula C6H4.

Calculated values
Kohn-Sham gap (spin up / spin down), Eh: 0.2681 / 0.2681
Lowest unoccupied orbital energy (spin up / spin down), eV: -0.8 / -0.8

Last column: Mulliken charge in e.
Geometry (Å):
C -0.740 0.963 -0.573  0.075
C 0.630 1.248 -0.953  -0.772
C 1.417 0.411 -0.322  0.578
C 0.241 -0.997 0.746  -0.627
C -0.946 -0.249 0.279  -0.130
C 1.557 -0.704 0.448  -0.398
H -1.664 1.687 -0.798  0.266
H -1.823 -0.065 0.939  0.388
H -1.219 -1.180 -0.437  0.238
H 2.545 -1.115 0.671  0.383

Result of the stability comparison: model C is the least stable of them.

Model A:
Density functional theory data (wB97M-V/def2-TZVPD) for an isolated ion of composition C3H8N2 and charge -1.

Calculated values
Spin multiplicity: 2
Net charge: -1
Kohn-Sham gap (spin up / spin down), Eh: 0.1150 / 0.2197
⟨S²⟩: 0.75
Lowest unoccupied orbital energy (spin up / spin down), eV: 4.2 / 4.2

Last column: Mulliken charge in e.
Geometry (Å):
C -0.732 1.609 -0.239  -1.213
C 0.128 0.512 -0.817  -0.663
N -0.292 -0.766 -0.284  -0.374
C 0.731 -1.524 0.432  -0.370
N 0.492 -2.376 1.392  -0.862
H -0.259 2.520 -0.620  0.330
H -0.777 1.592 0.781  0.389
H -1.884 1.661 -0.484  0.264
H 0.008 0.530 -1.915  0.184
H 1.186 0.641 -0.468  0.558
H -1.286 -0.762 -0.068  0.291
H 1.697 -1.486 0.025  0.406
H 0.988 -2.150 2.264  0.059

Model B:
Density functional theory data (wB97M-V/def2-TZVPD) for a 2-piece molecular cluster, C3H8N2 overall.

Calculated values
Spin multiplicity: 2
Net charge: -1
Kohn-Sham gap (spin up / spin down), Eh: 0.1057 / 0.2224
⟨S²⟩: 0.75
Lowest unoccupied orbital energy (spin up / spin down), eV: 3.6 / 3.6

Last column: Mulliken charge in e.
Geometry (Å):
C -2.846 -2.248 -0.908  -0.609
N -2.506 -1.003 -1.359  -0.584
H -2.920 -2.381 0.180  0.057
H -3.511 -2.951 -1.432  0.122
H -3.079 -0.748 -2.168  0.031
C 1.229 0.979 1.493  -0.822
C 2.651 1.556 -0.216  -0.207
N 2.067 1.982 0.812  -0.441
H 1.794 0.097 1.756  0.329
H 0.786 1.486 2.343  0.252
H 0.490 0.502 0.845  0.377
H 3.077 2.246 -0.938  0.249
H 2.768 0.484 -0.408  0.245

Result of the stability comparison: model B is the least stable of them.